A structure of composition C18H21BF4IrN2O3P, computed with the ωB97M-V functional and the def2-TZVPD basis.

Atoms and positions in Å:
Ir: -0.210 -0.158 -0.592
C: 5.368 -1.262 -0.661
O: 4.016 -0.779 -0.765
C: 3.726 0.492 -0.443
C: 4.632 1.485 -0.214
C: 4.224 2.680 0.409
C: 2.903 3.032 0.420
C: 1.988 2.204 -0.272
C: 0.666 2.646 -0.282
N: -0.351 1.805 -0.467
N: -1.654 2.099 -0.331
C: -2.473 1.055 -0.308
O: -2.128 -0.231 -0.372
C: -3.899 1.288 -0.312
C: -4.832 0.198 -0.424
C: -6.198 0.487 -0.318
C: -6.599 1.828 -0.191
C: -5.674 2.872 -0.145
C: -4.331 2.615 -0.203
C: 2.387 0.909 -0.614
O: 1.587 0.111 -1.303
H: 6.050 -0.803 -1.395
H: 5.343 -2.322 -0.856
H: 5.793 -1.092 0.370
H: 5.689 1.394 -0.492
H: 4.970 3.303 0.853
H: 2.655 4.010 0.815
H: 0.428 3.663 0.071
H: -4.499 -0.822 -0.684
H: -6.947 -0.304 -0.406
H: -7.659 2.012 -0.248
H: -6.033 3.868 -0.096
H: -3.616 3.413 -0.147
C: 0.004 -3.266 -1.964
P: 0.123 -2.438 -0.313
C: 1.738 -2.824 0.586
C: -1.359 -3.173 0.459
H: 0.308 -4.326 -1.752
H: 0.709 -2.717 -2.643
H: -1.005 -3.152 -2.362
H: 2.070 -3.850 0.414
H: 1.627 -2.608 1.648
H: 2.536 -2.175 0.177
H: -1.076 -4.186 0.751
H: -2.125 -3.230 -0.308
H: -1.728 -2.536 1.272
F: 0.749 -0.515 4.124
B: 0.545 -0.241 2.762
F: 1.857 -0.218 2.130
F: -0.053 1.001 2.470
F: -0.243 -1.242 2.154

- spin multiplicity = 5
- LUMO (spin up / spin down) (eV) = 0.236 / -2.970
- HOMO energy (spin up / spin down) (eV) = -5.868 / -8.246
- F_max (eV/A) = 5.2
- energy relative to the best compared isomer or geometry (same formula, charge and spin) (kcal per mole) = 0.00

A cluster of 3 separate species, C18H21Br2F6NO7 in total, computed with the ωB97M-V functional and the def2-TZVPD basis.

Atoms and positions in Å:
C: 0.225 -2.096 1.674
C: -0.945 -1.284 1.185
C: -0.792 -0.507 -0.077
N: -2.051 -1.226 1.821
C: -2.025 -1.392 3.189
C: -1.796 -0.397 4.062
C: -1.604 1.025 3.668
Br: -3.122 2.046 4.364
C: -0.290 1.720 4.069
C: 0.899 0.793 4.258
Br: 0.085 2.979 2.598
C: -1.835 -0.967 5.417
O: -1.602 -0.466 6.465
O: -2.171 -2.317 5.313
C: -2.280 -2.638 3.976
O: -2.507 -3.737 3.597
H: 0.715 -1.663 2.541
H: 0.974 -2.207 0.895
H: -0.134 -3.086 1.960
H: -0.313 -1.063 -0.880
H: -0.111 0.311 0.186
H: -1.750 -0.109 -0.393
H: -1.695 1.054 2.588
H: -0.417 2.336 4.951
H: 0.826 -0.092 3.641
H: 0.975 0.512 5.309
H: 1.819 1.308 3.994
C: -2.550 -1.368 -7.084
C: -3.638 -1.613 -6.064
O: -3.273 -1.092 -4.764
C: -3.412 0.212 -4.602
O: -3.815 1.009 -5.396
C: -3.004 0.600 -3.162
F: -1.834 0.043 -2.821
F: -3.931 0.174 -2.295
F: -2.889 1.916 -3.045
H: -1.606 -1.793 -6.744
H: -2.823 -1.837 -8.029
H: -2.407 -0.302 -7.257
H: -3.789 -2.677 -5.895
H: -4.587 -1.172 -6.367
C: 6.076 2.302 0.632
C: 5.357 2.562 -0.671
O: 4.770 1.349 -1.204
C: 3.635 0.960 -0.652
O: 3.039 1.503 0.230
C: 3.160 -0.338 -1.355
F: 4.157 -1.220 -1.451
F: 2.712 -0.073 -2.585
F: 2.171 -0.905 -0.660
H: 6.832 1.526 0.503
H: 6.568 3.215 0.966
H: 5.382 1.982 1.408
H: 6.046 2.889 -1.445
H: 4.575 3.312 -0.562

- SMILES = CC(C)=NC1=C([C@@H](Br)[C@@H](C)Br)C(=O)OC1=O.CCOC(=O)C(F)(F)F.CCOC(=O)C(F)(F)F
- spin multiplicity = 1
- LUMO (eV) = -0.638
- HOMO energy (eV) = -9.616
- F_max (eV/A) = 0.8

The molecule C18H21BrN2OS2, computed with the ωB97M-V functional and the def2-TZVPD basis.

Atoms and positions in Å:
H: 0.826 -2.797 2.339
N: 1.300 -2.751 3.234
C: 1.954 -1.604 3.386
N: 1.743 -0.604 2.398
C: 0.759 -0.886 1.417
C: 1.090 -1.821 0.516
C: 0.258 -1.858 -0.641
C: -1.064 -1.305 -0.638
O: -2.083 -1.434 -1.636
C: -1.758 -1.675 -3.022
C: -1.484 -0.552 0.500
C: -2.946 -0.078 0.635
S: -2.839 1.749 0.390
C: -2.782 1.770 -1.389
C: -2.494 3.258 -1.843
C: -3.010 3.122 -3.307
C: -4.338 2.276 -3.251
C: -4.174 1.395 -2.023
C: -0.472 -0.240 1.512
C: 2.627 -1.508 4.598
C: 2.809 -2.496 5.492
C: 3.506 -2.176 6.794
C: 3.797 -0.859 6.847
Br: 4.401 -0.139 8.483
S: 3.341 0.044 5.271
H: 1.856 0.428 2.643
H: 1.989 -2.349 0.639
H: 0.672 -2.450 -1.461
H: -1.509 -2.668 -3.189
H: -2.652 -1.427 -3.615
H: -0.928 -1.001 -3.272
H: -3.328 -0.303 1.672
H: -3.582 -0.546 -0.025
H: -2.076 1.043 -1.893
H: -3.099 3.975 -1.295
H: -1.447 3.500 -1.759
H: -3.237 4.002 -3.815
H: -2.252 2.556 -3.885
H: -5.215 2.841 -3.057
H: -4.620 1.685 -4.103
H: -4.447 0.362 -2.211
H: -4.955 1.792 -1.363
H: -0.769 0.423 2.363
H: 2.302 -3.453 5.309
H: 3.508 -2.900 7.622

- SMILES = [H]/N=C(\Nc1ccc(OC)c(CSC2CCCC2)c1)c1ccc(Br)s1
- spin multiplicity = 1
- LUMO (eV) = 0.143
- HOMO energy (eV) = -8.141
- F_max (eV/A) = 6.5
- energy relative to the best compared isomer or geometry (same formula, charge and spin) (kcal per mole) = 56.98